The following is a DFT calculation (the ωB97M-V functional and the def2-TZVPD basis) of a molecular structure, C34H57EuN3O2SSi at a distorted geometry.

Summary:
Net charge   0
Gap between HOMO and LUMO (alpha / beta)   7.30 / 7.61 eV
Energy above the lowest of the compared OMol25 structures with the same formula, charge and spin   0.000 eV
Multiplicity   8
Highest occupied orbital energy (alpha / beta)   -6.84 / -7.15 eV

Geometry as XYZ:
```
99
Properties=species:S:1:pos:R:3:forces:R:3:mulliken_spin:R:1
O 0.2905 1.8463 -1.2014 -0.6935 1.0046 1.5811 -0.023
O 2.4946 0.5671 -2.4774 1.6554 0.3422 -0.7978 0.005
C -0.6289 2.6196 -2.0227 0.5706 -0.7648 0.0542 0.015
C -1.3874 3.7183 -1.3148 0.0120 0.1662 -0.2334 -0.006
H -1.3170 1.8611 -2.4296 0.1446 0.2642 0.0488 -0.002
H -0.0154 2.9828 -2.8604 -0.3684 0.2899 0.1061 -0.001
H -2.0411 3.3715 -0.5093 0.2655 -0.1007 -0.0343 0.005
H -2.0324 4.2039 -2.0481 0.0152 0.0477 -0.0485 0.000
H -0.6980 4.4728 -0.9301 -0.1925 0.0312 0.0664 0.000
C 0.8655 2.4955 -0.0278 -0.4685 -0.2244 -0.5739 0.017
C 2.0152 3.3835 -0.4364 0.0510 0.1666 -0.0597 0.000
H 1.2089 1.6821 0.6375 -0.0694 0.1526 -0.3179 -0.005
H 0.0874 3.0551 0.5152 0.2318 -0.2023 -0.0437 0.009
H 2.6800 2.8177 -1.1008 -0.1303 0.1645 0.3284 0.002
H 2.5627 3.7355 0.4484 -0.0670 -0.0319 -0.2627 0.000
H 1.6288 4.2537 -0.9872 0.2116 -0.1461 0.1442 0.000
C 3.5475 -0.3560 -2.0970 -0.4042 0.1764 -0.4461 0.000
C 2.8401 1.3830 -3.6361 -0.5720 -0.7412 0.5596 -0.001
C 4.1692 0.0122 -0.7696 0.2381 0.0826 0.1603 -0.003
H 4.3252 -0.3791 -2.8807 -0.3174 -0.1184 0.2079 0.000
H 3.0941 -1.3596 -2.0419 0.1519 0.3468 0.0371 0.001
H 4.6753 0.9877 -0.7905 -0.3111 -0.1473 -0.0484 0.000
H 4.9429 -0.7244 -0.5326 -0.1023 -0.0374 0.0885 0.000
H 3.4220 -0.0042 0.0331 0.1309 0.0745 -0.1336 0.002
C 4.0973 2.1992 -3.4586 0.0493 0.0711 -0.2540 0.000
H 1.9623 2.0312 -3.7954 0.3368 -0.2008 0.1341 0.000
H 2.9254 0.7180 -4.5179 0.0092 0.2592 0.2564 0.000
H 4.0519 2.8242 -2.5692 0.0686 -0.0263 0.0036 0.000
H 4.1987 2.8511 -4.3247 0.0726 0.1127 -0.0632 0.000
H 4.9889 1.5708 -3.4294 -0.0229 0.0753 0.1219 0.000
H 0.6965 0.1936 -1.8558 -1.4022 -2.3387 -0.4381 -0.040
N -2.0690 0.4424 2.5822 0.3675 -0.3504 0.1957 0.014
C -2.5971 -0.3123 3.5491 0.4047 0.6073 -0.5060 0.011
C -2.3587 -1.6965 3.7186 -0.0409 -0.1999 0.0884 0.000
C -1.3896 -2.4918 3.0857 0.2585 0.0000 -0.4180 0.012
C -3.4826 0.3288 4.5909 -0.1697 0.0064 0.1216 0.000
H -4.0872 1.1311 4.1622 0.1238 0.0024 0.0223 0.000
H -2.8865 0.7458 5.4135 -0.0856 -0.0413 -0.1684 0.000
H -4.1621 -0.4172 5.0104 0.1242 0.0895 -0.0076 0.000
C -1.1375 -3.8767 3.6308 -0.1967 -0.0904 0.4859 -0.001
H -0.0629 -4.1048 3.6960 -0.3090 0.1030 -0.1448 0.000
H -1.6276 -4.6488 3.0164 0.2114 0.2524 0.1384 0.000
H -1.5646 -3.9177 4.6403 0.1488 -0.2381 -0.2405 0.000
N -0.6894 -2.0650 2.0497 0.2242 0.0020 -0.1439 0.019
C -1.9950 1.8646 2.6663 -0.6847 -0.1809 0.5260 0.011
C -2.9459 2.6648 1.9893 0.4338 -0.1670 0.2540 -0.029
C -4.0740 2.0502 1.2095 -0.4368 -0.0229 -0.1542 0.010
C -2.8549 4.0499 2.1050 0.3753 0.1266 0.1765 0.002
H -3.6036 4.6630 1.6112 0.0984 -0.0018 0.0178 0.000
C -1.8504 4.6500 2.8677 -0.2041 -0.0744 -0.0975 0.001
H -1.7992 5.7339 2.9445 -0.0268 -0.1897 0.0117 0.000
C -0.9428 3.8546 3.5596 0.0611 0.0668 -0.1293 0.002
H -0.1902 4.3027 4.2087 -0.1289 -0.0037 -0.1930 0.000
C -0.9939 2.4684 3.4682 -0.6013 -0.2826 -0.4095 -0.017
C -0.0769 1.6117 4.2824 0.4857 -0.1649 0.3435 0.000
C 0.3228 -2.7379 1.3179 -0.2666 -0.3331 0.7189 0.012
C -0.0236 -3.6445 0.2884 0.2175 0.4193 0.3602 -0.032
C -1.4572 -3.9828 0.0190 -0.4602 -0.4075 -0.1127 0.012
C 0.9883 -4.1726 -0.5044 0.3556 -0.0236 -0.0034 0.002
H 0.7175 -4.8879 -1.2843 0.1572 0.2141 0.1461 0.000
C 2.3200 -3.8116 -0.2948 -0.1079 0.0887 0.0296 0.002
H 3.1012 -4.2278 -0.9307 -0.1459 0.0659 0.1929 0.000
C 2.6473 -2.9092 0.7229 0.1544 -0.3003 -0.3887 0.001
H 3.6894 -2.6430 0.9001 -0.1867 -0.0486 -0.0874 0.000
C 1.6671 -2.3565 1.5338 -0.4489 -0.2418 -0.2977 -0.008
C 2.0201 -1.3616 2.5972 0.3151 0.2432 0.4760 0.015
Eu -1.1016 -0.4500 0.3989 -0.0257 1.1948 1.0034 6.902
H -3.7926 1.7675 0.1800 0.0012 0.0181 0.3159 -0.001
H -4.8913 2.7812 1.1279 0.1933 -0.2012 -0.0547 0.000
H -4.4839 1.1480 1.6841 0.2161 0.1879 -0.1221 -0.001
H 0.2978 0.7302 3.7436 -0.2909 0.2089 0.0595 0.001
H -0.5870 1.2477 5.1882 0.1472 -0.0068 -0.2518 0.000
H 0.7954 2.1886 4.6132 -0.1737 -0.0529 -0.0139 0.000
H -1.5036 -4.9363 -0.5242 -0.0627 0.2276 0.0842 0.000
H -1.9683 -3.2281 -0.6061 0.1993 -0.2127 0.2543 -0.006
H -2.0482 -4.0919 0.9386 0.1588 0.1160 -0.3074 -0.002
H 1.3949 -1.4557 3.4957 0.0712 0.0224 -0.3449 0.001
H 1.9309 -0.3184 2.2392 -0.0566 -0.3316 0.1119 -0.008
H 3.0648 -1.4992 2.9103 -0.2218 0.0749 -0.1361 0.000
H -2.9475 -2.2003 4.4905 0.2700 0.2945 -0.2365 0.000
C 0.1267 -0.8237 -1.9741 0.5001 1.0700 -0.3243 0.095
Si 0.2084 -1.5261 -3.7259 -0.0009 -0.3518 0.0183 -0.001
H 0.6114 -1.5406 -1.2781 -0.4861 0.0668 -0.2005 -0.022
H -0.9815 -0.6799 -1.7929 1.1137 -0.3995 -0.6995 0.013
C -0.1450 -0.1550 -4.9546 -0.0473 0.1013 -0.1276 0.000
C -1.1173 -2.8615 -3.8901 -0.1579 -0.0129 -0.0679 0.001
C 1.8335 -2.3799 -4.1718 0.1903 0.0677 -0.0901 0.000
H 1.6991 -2.9790 -5.0860 -0.0716 0.1579 0.2199 0.000
H 2.1536 -3.0701 -3.3790 -0.0605 0.1368 -0.1240 0.000
H 2.6573 -1.6803 -4.3713 -0.1926 -0.1536 0.1021 0.000
H -1.1935 0.1693 -4.8642 0.2836 -0.0134 -0.0653 0.000
H 0.0155 -0.5127 -5.9843 -0.0904 0.1341 0.2715 0.000
H 0.5107 0.7117 -4.7860 -0.2575 -0.2302 -0.0800 0.000
H -2.0517 -2.5681 -3.3872 0.2134 -0.0933 -0.1133 0.000
H -0.7898 -3.8249 -3.4689 -0.0638 0.2919 -0.0205 0.000
H -1.3551 -3.0417 -4.9512 0.0788 0.0556 0.2710 0.000
S -5.2532 -1.7683 1.3113 -0.8645 -0.3148 0.6953 -0.003
C -4.0899 -1.3855 0.3119 2.5204 0.9455 -2.2532 0.000
N -3.2011 -1.0768 -0.4491 -2.1426 -0.6705 1.2799 0.015
```
Forces are in eV/Å.



The following is a DFT calculation (the ωB97M-V functional and the def2-TZVPD basis) of a molecular structure, C32H28BrF4N4PRuS2 at a distorted geometry.

Summary:
Net charge   +1
Gap between HOMO and LUMO (alpha / beta)   6.12 / 6.15 eV
Energy above the lowest of the compared OMol25 structures with the same formula, charge and spin   1.391 eV
Multiplicity   2
Highest occupied orbital energy (alpha / beta)   -10.44 / -10.51 eV

Geometry as XYZ:
```
73
Properties=species:S:1:pos:R:3:forces:R:3:mulliken_spin:R:1
Ru 0.3917 -0.0777 0.9785 -1.4062 0.0408 0.0942 0.662
C -2.4470 -0.3881 2.1779 -0.0500 0.0290 -0.1846 -0.024
N -1.0486 -0.3825 2.6736 0.1208 0.1634 0.1926 0.035
C -0.8714 -1.6014 3.4968 0.0184 -0.0836 -0.0115 0.014
C -0.9172 0.7896 3.5818 0.1469 0.1518 -0.0510 -0.002
C -0.6434 2.0564 2.7973 0.0140 -0.3090 -0.0259 -0.019
N 0.6346 1.9188 2.0564 0.3173 0.1523 0.2013 0.001
C 1.7481 1.7656 3.0335 0.0358 -0.0573 -0.0306 -0.007
C 0.8749 3.2026 1.3664 -0.1661 -0.0220 -0.0778 0.012
H -3.1299 -0.3660 3.0313 0.0076 -0.0253 0.0005 -0.003
H -2.6231 -1.2810 1.5864 0.0155 0.0374 0.0096 -0.003
H -2.6310 0.4835 1.5507 0.0036 -0.0232 0.0535 0.009
H -1.5231 -1.5464 4.3734 -0.0287 -0.0076 -0.0273 0.004
H 0.1655 -1.6812 3.8163 -0.0588 0.0073 0.0359 0.000
H -1.1391 -2.4803 2.9135 0.0492 0.0625 0.0108 -0.002
H -0.1035 0.5957 4.2793 0.0092 -0.0092 -0.0373 -0.001
H -1.8261 0.8885 4.1816 -0.0025 0.0406 -0.0411 -0.002
H -0.5832 2.9241 3.4636 -0.0398 -0.0585 0.0589 0.001
H -1.4336 2.2531 2.0673 -0.0050 -0.0017 0.0307 0.008
H 1.5996 2.4562 3.8698 0.0274 0.0038 0.0087 0.002
H 2.6845 2.0144 2.5412 -0.0240 -0.0629 0.0063 -0.001
H 1.8150 0.7460 3.4064 0.0020 0.0247 0.0169 0.003
H 0.9897 4.0023 2.1057 0.0032 -0.0076 -0.0115 0.000
H 0.0226 3.4394 0.7337 0.0471 -0.0054 -0.0274 -0.004
H 1.7810 3.1471 0.7707 0.0098 -0.0314 -0.0322 0.001
S -0.6994 -1.8446 -0.0965 -0.1055 -0.2411 0.0734 -0.005
C -0.1220 -3.3072 0.6541 0.6153 0.2174 0.2497 0.025
C -0.7437 -4.5372 0.4855 0.1232 -0.1050 0.0644 -0.013
C -0.1937 -5.6695 1.0772 0.0921 0.2107 -0.0074 0.022
C -0.8552 -6.9275 0.9052 -0.0557 -0.1224 0.0508 -0.001
N -1.4111 -7.9224 0.7708 -0.0253 -0.0491 -0.0371 0.011
C 0.9867 -5.5810 1.8343 -0.0639 0.1707 -0.1027 -0.012
C 1.6138 -4.3492 2.0006 -0.0908 -0.0904 -0.0147 0.027
C 1.0526 -3.2244 1.4238 -0.4160 0.1845 -0.3427 0.001
S 1.7865 -1.6251 1.5789 0.2456 -0.3830 0.2046 0.173
C 1.5509 -6.7402 2.4527 0.0070 -0.1170 0.0707 0.003
N 2.0112 -7.6548 2.9716 0.0464 -0.0470 0.0151 -0.006
H -1.6479 -4.6269 -0.1003 -0.0158 0.0155 -0.0240 0.000
H 2.5244 -4.2914 2.5816 0.0118 0.0380 0.0146 -0.004
F 4.5439 4.1858 -3.6393 -0.0464 -0.0291 0.0252 0.000
C 3.5838 3.4646 -3.0911 -0.0012 -0.0167 0.0311 -0.001
C 2.3150 3.4561 -3.6423 -0.0204 -0.0321 0.0388 0.002
F 2.0549 4.1661 -4.7282 0.0087 -0.0285 0.0368 0.000
C 1.3234 2.6848 -3.0540 0.0788 0.0062 0.0405 -0.007
F 0.1377 2.6630 -3.6631 -0.0005 0.0298 0.0096 0.000
C 1.5378 1.9389 -1.8972 -0.0771 0.0353 -0.1533 -0.003
P 0.2129 0.8195 -1.2815 0.4990 0.2209 -0.3550 0.085
C -1.3314 1.7835 -1.2198 -0.0100 -0.0534 -0.0186 0.016
C -2.5123 1.0645 -1.0100 0.0664 0.0076 -0.0300 0.004
C -3.7215 1.7283 -0.8807 -0.0312 0.0007 -0.0023 0.000
C -3.7674 3.1130 -0.9492 -0.0178 0.0123 -0.0065 -0.001
C -2.6022 3.8334 -1.1670 -0.0001 0.0069 -0.0145 -0.001
C -1.3921 3.1735 -1.3103 0.0673 -0.0257 0.0601 -0.002
C 0.1242 -0.2988 -2.7098 -0.0149 0.0153 0.0725 -0.009
C -0.8571 -0.2082 -3.6865 -0.0180 0.0218 0.0265 -0.003
C -0.8224 -1.0689 -4.7766 -0.0131 0.0223 0.0027 0.001
C 0.1918 -2.0031 -4.8929 0.0435 -0.0314 0.0053 0.000
C 1.1832 -2.0845 -3.9201 -0.0064 -0.0137 -0.0433 -0.003
C 1.1491 -1.2379 -2.8300 0.0180 -0.0237 0.1000 -0.001
C 2.8417 1.9316 -1.3897 0.0079 0.0171 0.0117 -0.007
Br 3.3534 0.8059 0.0334 0.1898 0.1372 -0.1857 0.012
C 3.8452 2.6889 -1.9692 -0.0716 0.0049 -0.0313 0.000
F 5.0789 2.6786 -1.4819 -0.0104 0.0083 -0.0036 0.000
H -2.4924 -0.0176 -0.9611 0.0151 -0.0304 -0.0022 -0.003
H -4.6298 1.1612 -0.7296 -0.0206 -0.0163 -0.0062 0.000
H -4.7120 3.6298 -0.8495 -0.0160 0.0070 0.0086 0.000
H -2.6355 4.9118 -1.2413 0.0018 0.0120 -0.0052 0.000
H -0.4985 3.7512 -1.5033 0.0226 0.0127 0.0324 0.000
H -1.6438 0.5299 -3.6127 -0.0320 0.0194 0.0247 0.000
H -1.5880 -1.0011 -5.5369 -0.0188 0.0029 -0.0033 0.000
H 0.2136 -2.6737 -5.7410 0.0022 -0.0061 -0.0134 0.000
H 1.9726 -2.8182 -4.0073 0.0150 -0.0084 -0.0099 0.000
H 1.9030 -1.3292 -2.0531 -0.0251 0.0237 -0.0187 0.013
```
Forces are in eV/Å.



The lowest energy above the lowest of the compared OMol25 structures with the same formula, charge and spin belongs to which entry?
C34H57EuN3O2SSi